[1]
Density functional theory data (the ωB97M-V functional and the def2-TZVPD basis) for C20H22N2O4S in the gas phase.

Calculated values
SMILES string: O=C(O)CCC(=O)Nc1sc2c(c1C(=O)Nc1ccccc1)CCCCC2
gap between HOMO and LUMO: 8.453 eV
energy above the lowest of the compared OMol25 structures with the same formula, charge and spin: 0.0 kcal/mol

Element x y z (Å)
O -0.91025 4.52357 0.50539
C -0.54562 5.52997 -0.04005
O -0.48289 6.71029 0.58547
C -0.10797 5.63528 -1.47972
C -0.22379 4.27936 -2.17118
C 0.69693 3.29616 -1.47411
O 1.84064 3.56361 -1.15533
N 0.16657 2.07308 -1.24143
C 0.87921 1.08831 -0.60671
S 2.51083 1.33280 -0.13407
C 2.58304 -0.29759 0.47865
C 1.40772 -0.97053 0.33715
C 0.38987 -0.15407 -0.25524
C -1.04196 -0.42387 -0.45480
O -1.68851 0.12712 -1.33847
N -1.59061 -1.26127 0.47259
C -2.90005 -1.73655 0.56974
C -3.23146 -2.48409 1.69934
C -4.50439 -2.99819 1.84794
C -5.46306 -2.77647 0.87299
C -5.13497 -2.03715 -0.25038
C -3.86352 -1.51720 -0.41005
C 1.28740 -2.43846 0.63439
C 2.30711 -3.27621 -0.15066
C 3.72132 -3.26862 0.42518
C 4.46630 -1.94859 0.24871
C 3.85746 -0.80363 1.06312
H -0.74509 6.61706 1.51496
H 0.93412 5.96344 -1.48006
H -0.70568 6.39970 -1.97746
H -1.25117 3.91791 -2.13906
H 0.09252 4.37052 -3.21200
H -0.78312 1.80009 -1.49740
H -0.99677 -1.51005 1.25107
H -2.48394 -2.65974 2.46138
H -4.74818 -3.57464 2.72822
H -6.45818 -3.17826 0.98973
H -5.87651 -1.86109 -1.01544
H -3.61297 -0.94022 -1.28385
H 0.29709 -2.79268 0.34777
H 1.42565 -2.62130 1.70496
H 2.33189 -2.92673 -1.18464
H 1.95348 -4.31050 -0.15954
H 4.29499 -4.05589 -0.07071
H 3.67771 -3.51758 1.48880
H 4.47876 -1.67135 -0.80698
H 5.50083 -2.09019 0.56939
H 4.56630 0.02482 1.10573
H 3.68292 -1.15038 2.08667

Mulliken atomic charge list, values in e, 6 entries: atom 1 (O): -0.548, atom 2 (C): 0.631, atom 3 (O): -0.463, atom 4 (C): -0.676, atom 5 (C): -0.479, atom 6 (C): 0.565

***

[2]
Density functional theory data (the ωB97M-V functional and the def2-TZVPD basis) for C20H22N2O6S in the gas phase.

Calculated values
SMILES string: O=C(COC(=O)c1ccc(S(=O)(=O)Nc2ccccc2)cc1)NC[C@@H]1CCCO1
gap between HOMO and LUMO: 8.432 eV
energy above the lowest of the compared OMol25 structures with the same formula, charge and spin: 20.3 kcal/mol

Element x y z (Å)
O 4.96590 -1.00031 2.09430
C 4.03081 -0.36779 1.65506
C 3.78930 -0.25959 0.14814
O 2.44579 0.09878 -0.14311
C 2.22995 1.11066 -0.99620
O 3.10554 1.73225 -1.54086
C 0.77636 1.37879 -1.17152
C 0.39954 2.40622 -2.03460
C -0.94078 2.69354 -2.21990
C -1.88754 1.95006 -1.54126
S -3.62632 2.32956 -1.74362
O -3.78842 3.23317 -2.84074
O -4.16875 2.67955 -0.46527
N -4.28408 0.82543 -2.07943
C -4.29893 0.25725 -3.35123
C -3.28849 0.55283 -4.25962
C -3.29181 -0.03768 -5.51023
C -4.28696 -0.93289 -5.86454
C -5.28922 -1.23323 -4.95771
C -5.30090 -0.64097 -3.70889
C -1.52997 0.93148 -0.67879
C -0.19104 0.63885 -0.49240
N 3.17013 0.34290 2.40964
C 3.10822 0.16475 3.83881
C 1.93284 -0.76335 4.22424
C 2.10279 -1.31591 5.64393
C 2.96436 -2.56444 5.41347
C 2.79439 -2.86025 3.90977
O 1.88463 -1.89946 3.39384
H 4.00524 -1.23110 -0.30578
H 4.47156 0.48696 -0.27745
H 1.17018 2.96351 -2.54514
H -1.27131 3.47971 -2.88079
H -5.07698 0.61518 -1.49334
H -2.51646 1.25319 -3.98680
H -2.50734 0.20350 -6.21167
H -4.28289 -1.39223 -6.84099
H -6.07142 -1.92833 -5.22422
H -6.08611 -0.87125 -3.00302
H -2.30224 0.38364 -0.16340
H 0.10931 -0.15821 0.16982
H 2.34430 0.70965 1.95967
H 4.05699 -0.28576 4.13617
H 2.99145 1.13422 4.32966
H 0.98687 -0.23052 4.07844
H 2.57071 -0.59523 6.31043
H 1.12876 -1.59035 6.04816
H 2.62920 -3.39924 6.02514
H 4.00975 -2.36921 5.64617
H 3.75247 -2.78508 3.38218
H 2.36059 -3.84325 3.71550

Mulliken atomic charge list, values in e, 6 entries: atom 1 (O): -0.675, atom 2 (C): 0.498, atom 3 (C): -0.436, atom 4 (O): -0.257, atom 5 (C): 0.567, atom 6 (O): -0.619

***

[3]
Density functional theory data (the ωB97M-V functional and the def2-TZVPD basis) for a molecular structure, C20H22N2ORhTe.

Calculated values
net charge: +1
gap between HOMO and LUMO: 7.499 eV
energy above the lowest of the compared OMol25 structures with the same formula, charge and spin: 14.8 kcal/mol

Element x y z (Å)
Rh 0.04756 -1.54170 -0.22138
N 2.19318 -2.19418 -0.16562
C 2.68415 -1.99387 1.17007
C 3.99814 -1.77620 1.47061
C 4.40632 -1.62703 2.81429
C 3.49734 -1.72023 3.82834
C 2.12543 -1.92505 3.54049
C 1.12709 -1.98241 4.53988
C -0.18163 -2.12127 4.17494
C -0.50430 -2.18531 2.80715
N 0.39682 -2.14488 1.84764
C 1.71455 -2.03786 2.20255
H 2.86665 -1.87205 -0.85258
H 2.05782 -3.19059 -0.32876
H 4.73448 -1.73409 0.67760
H 5.45091 -1.45594 3.03119
H 3.80621 -1.62431 4.86077
H 1.41312 -1.90994 5.58111
H -0.97350 -2.17056 4.90776
H -1.53761 -2.27241 2.49703
C -2.26616 0.64286 0.80436
O -2.68760 -0.53601 0.10582
C -1.79379 -1.39631 -0.30416
C -2.47290 -2.55054 -0.99734
H -2.95209 0.77590 1.63658
H -2.35283 1.48127 0.11670
H -1.23888 0.52419 1.14821
H -3.54736 -2.38816 -1.06706
H -2.28926 -3.47417 -0.44664
H -2.06528 -2.67603 -2.00124
C 0.02785 2.52482 -0.86884
Te 0.88600 0.65004 -1.43840
C -0.02200 0.98981 -3.34593
C -0.73437 2.31503 -3.25572
C -1.43967 2.80561 -4.35308
C -2.13365 3.99762 -4.26671
C -2.13581 4.71363 -3.07550
C -1.44030 4.23205 -1.98261
C -0.73345 3.03330 -2.06655
H 0.86593 3.17218 -0.61386
H -0.60403 2.42527 0.00813
H -0.71425 0.17817 -3.55479
H 0.75907 0.99100 -4.10455
H -1.44416 2.24324 -5.27873
H -2.67734 4.36852 -5.12476
H -2.67885 5.64596 -3.00195
H -1.43753 4.79065 -1.05447

Mulliken atomic charge list, values in e, 6 entries: atom 1 (Rh): 0.088, atom 2 (N): -0.425, atom 3 (C): 0.463, atom 4 (C): -0.665, atom 5 (C): -0.744, atom 6 (C): -0.899

***

[4]
Density functional theory data (the ωB97M-V functional and the def2-TZVPD basis) for C20H22N4O2S2 in the gas phase.

Calculated values
SMILES string: Cc1cccc(N(C(=O)c2csnn2)[C@H](C(=O)NC(C)(C)C)c2cccs2)c1
gap between HOMO and LUMO: 8.876 eV
energy above the lowest of the compared OMol25 structures with the same formula, charge and spin: 0.0 kcal/mol

Element x y z (Å)
C -2.84949 -1.66358 -3.16470
C -2.31697 -1.83121 -1.77467
C -2.61548 -2.96509 -1.02888
C -2.13835 -3.11145 0.26107
C -1.35887 -2.12410 0.83424
C -1.05899 -0.98794 0.09731
N -0.23763 0.02357 0.65881
C -0.64691 1.29361 0.85693
O 0.12157 2.18891 1.17430
C -2.10162 1.53798 0.71012
C -2.64944 2.74782 0.34203
S -4.34115 2.58461 0.32757
N -4.22431 0.99443 0.81054
N -3.04532 0.60794 0.96015
C 1.20884 -0.18383 0.76016
C 1.87342 0.74437 -0.29252
O 1.47474 0.75486 -1.43790
N 2.91452 1.44019 0.18158
C 3.64564 2.46265 -0.57419
C 2.67058 3.54799 -1.03591
C 4.68985 3.05380 0.37107
C 4.32640 1.80060 -1.77336
C 1.60988 -1.58768 0.48065
C 1.61957 -2.24024 -0.71373
C 2.05397 -3.57891 -0.60346
C 2.36962 -3.92487 0.66947
S 2.14053 -2.62309 1.76670
C -1.52623 -0.84653 -1.20100
H -2.93953 -2.62502 -3.66507
H -3.84050 -1.20990 -3.12721
H -2.20286 -1.01614 -3.75186
H -3.22710 -3.74115 -1.46581
H -2.37812 -3.99950 0.82645
H -0.99147 -2.22466 1.84371
H -2.14173 3.65560 0.09294
H 1.51656 0.10941 1.77119
H 3.04630 1.46433 1.18018
H 3.20878 4.36185 -1.51413
H 2.11527 3.93488 -0.18452
H 1.96221 3.12705 -1.74336
H 5.28498 3.79780 -0.15121
H 4.20690 3.53553 1.21886
H 5.35720 2.27664 0.73837
H 3.57865 1.33877 -2.41099
H 4.87157 2.54294 -2.34965
H 5.02134 1.03372 -1.43830
H 1.33246 -1.77005 -1.63625
H 2.12863 -4.25117 -1.43894
H 2.72704 -4.86507 1.03947
H -1.25155 0.03488 -1.76289

Mulliken atomic charge list, values in e, 6 entries: atom 1 (C): -1.666, atom 2 (C): 0.404, atom 3 (C): -0.550, atom 4 (C): -1.195, atom 5 (C): -0.115, atom 6 (C): -1.213